# 1
Entry from OMol25: a gas-phase ion, C5H10NO3 (charge +1) (wB97M-V/def2-TZVPD).

```
19
Properties=species:S:1:pos:R:3
O 2.22 -1.48 -0.70
O -0.91 -0.77 1.53
O -1.52 -0.31 -0.64
N 1.62 0.02 1.31
C 1.43 -0.63 -1.03
C 0.74 1.67 -0.36
C -2.73 -0.88 -0.46
C 0.73 0.22 0.05
C -0.70 -0.38 0.42
H -0.19 1.86 -1.00
H -3.10 -1.19 -1.46
H 1.86 0.96 1.86
H -3.51 -0.04 -0.33
H -2.67 -1.48 0.37
H 2.34 -0.70 1.14
H 1.04 -0.54 2.03
H 1.63 1.77 -1.15
H 0.73 2.42 0.49
H 1.00 -0.52 -2.06
```

Summary:
total energy	-476.69737	a.u.
highest occupied orbital energy	-15.1	eV
total charge	+1
Kohn-Sham gap	11.161	eV
SMILES string	COC(=O)[C@@](C)([NH3+])C=O
LUMO	-0.14512	Ha


# 2
Entry from OMol25: a molecular structure, C5H10NOS (wB97M-V/def2-TZVPD).

```
18
Properties=species:S:1:pos:R:3
S -2.70 -1.58 0.74
O 2.11 1.75 0.66
N 1.14 -0.30 0.24
C 0.72 -0.31 1.65
C 0.31 -1.01 -0.53
C -2.17 -0.31 -0.31
C 1.54 1.08 -0.20
C 1.11 1.46 -1.46
H 1.18 2.49 -1.74
H 1.42 0.31 2.21
H 0.23 0.97 -1.85
H -2.34 0.68 0.09
H -0.95 -0.47 -0.46
H -0.09 -1.89 -0.01
H -0.28 0.12 1.75
H -2.61 -0.37 -1.30
H 0.70 -1.33 2.02
H 0.69 -1.29 -1.50
```

Summary:
total energy	-724.61485	a.u.
highest occupied orbital energy	-3.5	eV
total charge	-1
Kohn-Sham gap	6.400	eV
LUMO	0.10764	Ha


# 3
Entry from OMol25: a gas-phase ion, C5H10NOS (charge -1) (wB97M-V/def2-TZVPD).

```
18
Properties=species:S:1:pos:R:3
S 1.47 1.92 1.63
O -1.18 -1.66 0.95
N -0.13 -1.19 -1.01
C -0.62 -0.84 0.23
C -0.77 0.61 0.68
C 0.08 0.86 1.93
C -0.17 -1.32 -3.40
C -0.03 -0.36 -2.20
H -0.11 -2.18 -1.17
H 0.42 -0.11 2.29
H -1.81 0.75 0.94
H -0.90 -2.10 -3.14
H 0.69 -1.98 -3.56
H -0.82 0.40 -2.16
H -0.47 1.08 2.86
H 0.97 0.11 -2.20
H -0.43 1.35 -0.07
H -0.36 -0.72 -4.29
```

Summary:
total energy	-724.71702	a.u.
highest occupied orbital energy	-2.2	eV
total charge	-1
Kohn-Sham gap	5.381	eV
SMILES string	CCNC(=O)CC[S-]
LUMO	0.11650	Ha


# 4
Entry from OMol25: 2 unconnected molecules or ions with the total composition C5H10NOS (wB97M-V/def2-TZVPD).

```
18
Properties=species:S:1:pos:R:3
S 0.42 3.59 -2.04
O 1.21 -0.06 1.38
N -1.77 -0.75 -0.17
C 0.94 2.01 -1.21
C -0.78 -1.36 0.71
C 1.60 -2.29 0.67
C -1.87 0.69 0.06
C 0.83 -1.20 1.08
H -2.87 1.11 0.16
H 0.19 1.62 -0.52
H -1.62 1.15 -0.93
H -1.17 1.12 0.75
H 1.78 2.51 -0.75
H -0.65 -2.29 0.12
H 2.67 -2.18 0.51
H 1.09 -3.22 0.44
H 1.26 1.21 -1.93
H -1.28 -1.67 1.68
```

Summary:
multiplicity	2
total energy	-724.49936	a.u.
highest occupied orbital energy (spin up / spin down)	0.6 / 0.6	eV
total charge	-2
Kohn-Sham gap (spin up / spin down)	5.588 / 5.586	eV
<S²>	0.76
LUMO (spin up / spin down)	0.22801 / 0.22797	Ha